# 1
Molecular formula: C4H7NO
Method: DFT, ωB97M-V/def2-TZVPD

The geometry in ORCA input format:
```
! RIJCOSX wB97M-V def2-TZVPD def2/J DEFGRID3
* xyz 0 1
O 0.88928 2.24729 0.25415
N -0.31854 0.31559 -0.42249
C 1.66616 -0.18315 0.07569
C -1.67459 0.39496 -0.12314
C 0.77895 1.07415 0.03493
C 0.32272 -0.92189 -0.20257
H 2.08817 -0.40065 1.05569
H -1.58593 -0.62997 0.92302
H 0.21300 -1.71689 -0.94461
H -1.99461 1.44850 -0.00170
H -2.30620 -0.15996 -0.81824
H 2.47571 -0.16864 -0.67206
H -0.55411 -1.29934 0.84135
*
```

Summary:
HOMO-LUMO gap: 10.64 eV
Strongest force on any atom: 3.3 eV/Å
E_tot: -7795.8136 eV
HOMO energy: -9.8 eV

Atom charges from the Löwdin analysis, given in e for atoms 1 to 4: 0.114, -0.191, -0.034, -0.060

# 2
Molecular formula: H20O10Sr
Method: DFT, ωB97M-V/def2-TZVPD

The geometry in ORCA input format:
```
! RIJCOSX wB97M-V def2-TZVPD def2/J DEFGRID3
* xyz 2 1
Sr -20.67735 13.66395 9.15941
O -21.82531 15.91708 9.78078
O -20.14689 12.37141 11.47662
O -19.36712 14.86740 11.05877
O -19.65061 11.19109 9.02419
O -22.26987 11.77266 8.08062
O -17.85483 13.30888 9.05738
O -20.02830 13.12713 6.80696
O -22.69881 13.31595 10.60274
O -19.68978 15.76630 7.97282
O -22.85843 14.45900 7.30299
H -18.74007 15.86219 8.26966
H -17.62002 12.44828 8.74015
H -17.23928 13.48633 9.76435
H -20.09040 10.64876 9.69314
H -19.48300 10.47897 8.37325
H -21.62547 16.28978 10.61608
H -22.64336 15.34171 6.98018
H -18.97201 15.71518 11.10954
H -19.38425 12.42973 6.52715
H -20.06030 16.64064 8.17554
H -19.77021 14.74855 11.89074
H -23.04453 14.02224 6.45469
H -19.48434 11.73185 11.37266
H -22.92891 14.11863 11.11634
H -22.27482 16.62291 9.32942
H -22.83602 12.53787 11.19229
H -22.31773 11.09215 7.42069
H -19.96948 13.81535 6.15522
H -23.15432 12.18041 7.96853
H -20.32798 12.34462 12.39475
*
```

Summary:
HOMO-LUMO gap: 11.95 eV
Strongest force on any atom: 2.3 eV/Å
E_tot: -21625.9980 eV
HOMO energy: -18.1 eV

Atom charges from the Löwdin analysis, given in e for atoms 1 to 4: 1.628, -0.087, -0.052, -0.081

# 3
Molecular formula: C20H32ClN2O7
Method: DFT, ωB97M-V/def2-TZVPD

The geometry in ORCA input format:
```
! RIJCOSX wB97M-V def2-TZVPD def2/J DEFGRID3
* xyz 1 1
Cl -1.01562 -0.04639 -1.99233
O -1.41960 -7.46473 1.49637
O -0.55649 0.07806 3.90666
O -0.52033 6.51394 -4.89277
O 0.47940 0.95443 4.31465
O -1.34502 -5.27809 0.93978
O -1.55022 -5.80013 3.02435
O 1.49050 6.17397 -3.99677
N 1.52389 0.18726 1.59520
N -2.87065 1.02461 0.41504
C -0.00581 -0.94894 3.09503
C -0.51234 -0.50633 0.62047
C -1.13557 -5.67340 -0.42064
C -3.76865 -0.26919 2.29106
C 1.96349 0.73470 0.45243
C 1.20279 0.68181 -0.70375
C -0.06096 0.04792 -0.59390
C 2.63243 3.57274 -2.19443
C -1.63340 -6.77371 4.08447
C -0.29133 -7.40215 4.38842
C 0.33246 -0.42405 1.73057
C 0.92691 8.37400 -4.66506
C -2.87705 -0.03406 1.10024
C 1.18482 4.77596 -3.96164
C -1.88332 -1.12370 0.71007
C 2.95163 2.07231 -2.04685
C -1.43563 -6.30384 1.79715
C 0.53912 6.93862 -4.54540
C 1.65154 1.24385 -2.02795
C 2.46842 4.00814 -3.66182
H 2.92848 1.20703 0.48440
H -0.78386 -1.69532 3.04497
H 3.27862 4.69576 -3.89088
H -1.19861 -4.76746 -1.01781
H 0.84125 1.87280 -2.38938
H 0.44828 -6.63261 4.61502
H 1.69312 0.40529 -2.72093
H -4.15208 0.69028 2.61884
H 1.62008 8.51437 -5.48970
H -1.89998 -1.93492 1.42730
H 0.07597 -7.97767 3.54060
H 0.02743 8.94525 -4.84570
H 0.87633 -1.36875 3.57535
H -2.14218 -1.55254 -0.25053
H 2.58101 3.17410 -4.34803
H 1.73986 3.80610 -1.61751
H 0.40402 4.57301 -3.23311
H 0.81098 4.47840 -4.93671
H -3.55292 1.69557 0.76016
H 3.46347 4.11662 -1.75344
H -4.57839 -0.93887 2.01642
H -2.38314 -7.52314 3.83433
H -1.99340 -6.21889 4.94833
H -0.14835 -6.11688 -0.53766
H 3.55963 1.94590 -1.15828
H -0.37592 -8.07056 5.24428
H 3.52018 1.74136 -2.90864
H -1.89996 -6.37495 -0.74480
H 2.10167 0.24303 2.42523
H 0.44186 1.69600 3.69147
H -3.19526 -0.67705 3.12054
H 1.42636 8.71515 -3.76275
*
```

Summary:
HOMO-LUMO gap: 7.88 eV
Strongest force on any atom: 1.0 eV/Å
E_tot: -51085.7460 eV
HOMO energy: -12.1 eV

Atom charges from the Löwdin analysis, given in e for atoms 1 to 4: 0.886, 0.140, -0.108, 0.118

Computed relative energy (zero: lowest compared OMol25 entry of this formula, charge and spin), in the same sequence as the records: 88.3 6.2 0.0 kcal/mol.